Here is a structure of composition BeCl in a non-equilibrium geometry from OMol25. Energies are from the ωB97M-V functional and the def2-TZVPD basis.

As for the molar mass: 44.47 Da. For the HOMO energy (spin up / spin down), the calculation gives -9.55 / -9.84 eV. Its total energy is -474.83270 hartree. The multiplicity is 2. As for the net charge: 0.

Each line ends with the Löwdin spin population.
Cartesian coordinates (Å):
Cl (-11.21454, -3.97153, 2.41387)  0.29
Be (-10.98788, -6.80683, 2.86383)  0.71

Cartesian forces, eV/Å:
0.18 -2.26 0.36
-0.18 2.26 -0.36